Record 1
The following is a quantum chemistry calculation of C3H9N3O2S in the gas phase, from OMol25.

XYZ file:
```
18
Properties=species:S:1:pos:R:3:forces:R:3
C -1.305 0.598 -0.267 0.58 -1.06 0.26
C 2.175 -0.217 -0.577 0.71 1.53 -1.23
C 0.963 -0.264 0.220 0.56 0.12 1.36
N -2.510 -0.019 -0.696 -0.18 0.15 0.03
N -1.399 1.008 1.080 0.07 0.25 -0.03
N -0.215 -0.318 -0.443 -1.47 -0.36 -1.06
O -1.076 1.722 -1.231 0.56 1.87 -0.52
O 1.331 1.988 -2.062 -1.51 1.68 0.21
S 0.252 2.721 -1.321 -0.23 -1.91 -0.55
H 3.087 -0.267 0.002 0.14 -0.15 0.11
H 2.190 -0.959 -1.376 0.10 -0.43 0.02
H 2.139 0.772 -1.156 0.83 -1.76 1.04
H 0.937 -0.010 1.264 -0.01 -0.07 0.18
H -2.467 -0.222 -1.688 -0.03 -0.02 0.07
H -3.307 0.582 -0.530 -0.01 0.05 -0.10
H -0.611 1.584 1.346 -0.01 -0.02 0.05
H -2.259 1.502 1.261 -0.06 0.10 0.01
H -0.110 -0.561 -1.422 -0.04 0.03 0.14
```
Positions in Å, forces in eV/Å.

Total energy (a.u.): -832.53669
Spin multiplicity: 3
Molecular weight (g mol⁻¹): 151.191

=====

Record 2
The following is a quantum chemistry calculation of 3 unconnected molecules or ions with the total composition C3H9N3O6, from OMol25.

XYZ file:
```
21
Properties=species:S:1:pos:R:3:forces:R:3
C -0.735 1.557 3.874 -0.12 0.37 -0.09
N -1.054 0.340 3.056 -0.08 -2.57 -0.39
O -0.780 -0.776 3.559 -0.55 2.50 -0.81
O -1.498 0.463 1.904 0.73 0.37 2.13
H 0.313 1.755 3.647 -0.17 0.28 -0.18
H -0.822 1.445 4.955 -0.07 -0.90 -0.25
H -1.424 2.360 3.611 0.35 -0.10 -0.51
C -0.798 -0.444 -4.396 -0.18 -0.45 0.58
N -1.183 -0.826 -3.004 -1.78 -0.11 2.00
O -2.305 -0.475 -2.546 2.88 -0.79 -1.36
O -0.349 -1.481 -2.372 -1.11 0.89 -0.82
H 0.052 0.223 -4.249 -0.20 0.10 -0.39
H -1.672 -0.025 -4.895 0.35 0.09 0.12
H -0.465 -1.385 -4.834 0.01 0.25 -0.19
C 1.444 -0.713 -0.183 -0.42 -1.20 0.09
N 2.307 -0.038 0.794 1.33 1.62 -0.73
O 3.468 0.192 0.497 0.15 -1.00 -0.65
O 1.824 0.471 1.760 -1.58 0.05 1.69
H 0.991 0.058 -0.806 0.45 -0.15 -0.12
H 0.623 -1.236 0.307 0.13 0.27 0.31
H 2.061 -1.464 -0.678 -0.13 0.49 -0.41
```
Positions in Å, forces in eV/Å.

Total energy (a.u.): -735.10642
SMILES: C[N+](=O)[O-].C[N+](=O)[O-].C[N+](=O)[O-]
Energy relative to the best compared isomer or geometry (same formula, charge and spin) (eV): 0.5464
Molecular weight (g mol⁻¹): 183.120

=====

Record 3
The following is a quantum chemistry calculation of C3H9N3OS in the gas phase, from OMol25.

XYZ file:
```
17
Properties=species:S:1:pos:R:3:forces:R:3
C 2.432 0.885 0.575 0.38 -0.12 -0.97
C 1.684 -1.020 -0.639 0.86 -0.22 -0.88
C -1.744 0.782 -0.608 -0.36 0.23 0.16
H 1.508 1.254 1.031 0.18 -0.19 0.13
H 2.525 1.360 -0.421 -0.16 -0.12 0.30
H 3.333 1.166 1.123 -0.33 -0.12 0.26
H 1.856 -0.464 -1.589 -0.03 -0.10 0.59
H 1.946 -2.081 -0.842 0.15 0.59 0.33
H -2.017 1.788 -0.978 -0.05 -0.52 0.25
H -3.665 0.577 -0.047 -0.09 0.04 -0.03
H -1.823 -0.507 1.484 -0.93 -0.23 -0.08
H -2.422 -1.747 0.670 -0.23 -0.12 0.03
N -0.499 0.502 -0.676 -0.62 -0.65 -0.02
N -2.842 0.011 -0.164 0.92 0.07 0.39
N -2.698 -0.837 1.025 1.20 0.92 -0.73
O 2.466 -0.540 0.418 -0.02 0.30 0.02
S -0.041 -1.129 -0.363 -0.87 0.23 0.25
```
Positions in Å, forces in eV/Å.

Total energy (a.u.): -757.32059
SMILES: COCS/N=C\NN
Energy relative to the best compared isomer or geometry (same formula, charge and spin) (eV): 2.3792
Molecular weight (g mol⁻¹): 135.192

=====

Record 4
The following is a quantum chemistry calculation of C3H9N3OS in the gas phase, from OMol25.

XYZ file:
```
17
Properties=species:S:1:pos:R:3:forces:R:3
C -1.409 1.565 -0.859 0.23 0.13 -0.64
C -0.130 -0.440 -0.301 0.73 -0.41 0.21
C -1.368 -1.300 -0.435 -0.26 -0.04 -0.40
H -1.284 2.638 -0.812 0.02 0.22 -0.01
H -2.366 1.317 -0.417 -0.31 -0.22 0.19
H -1.392 1.270 -1.917 -0.09 0.04 0.24
H -0.726 0.843 1.747 0.37 0.58 -0.38
H 0.812 1.382 1.462 -0.58 0.04 -0.46
H -1.967 -1.015 -1.319 0.34 -0.15 0.32
H -1.067 -2.359 -0.537 -0.10 0.50 0.03
H -1.865 -1.588 1.412 0.13 -0.26 0.48
H 2.047 1.017 -0.446 0.02 -0.09 0.09
N -0.272 0.972 -0.193 0.24 -0.74 -0.43
N -0.162 1.455 1.126 0.18 -0.48 1.36
N 0.996 -1.060 -0.182 -0.85 0.68 -0.10
O -2.230 -1.088 0.687 0.01 0.16 -0.47
S 2.447 -0.207 -0.022 -0.07 0.05 -0.05
```
Positions in Å, forces in eV/Å.

Total energy (a.u.): -757.32968
SMILES: CN(N)/C(CO)=N\S
Energy relative to the best compared isomer or geometry (same formula, charge and spin) (eV): 2.1319
Molecular weight (g mol⁻¹): 135.192

=====

Record 5
The following is a quantum chemistry calculation of 2 unconnected molecules or ions with the total composition C3H9N3P, from OMol25.

XYZ file:
```
16
Properties=species:S:1:pos:R:3:forces:R:3
C 0.308 0.235 0.161 4.67 -3.20 -2.66
C 0.371 1.715 0.038 1.00 -0.92 -2.49
C -1.932 0.005 0.122 -3.86 -1.29 0.40
N 2.073 -0.880 -0.045 -4.21 1.52 0.97
N -0.610 -0.626 0.017 -1.45 1.86 0.66
N -0.672 -2.000 -0.069 -1.04 -0.28 -0.54
P 3.082 0.296 0.027 1.34 0.21 0.64
H 1.473 1.998 -0.250 -1.94 -0.33 1.01
H 0.054 2.064 0.982 -0.24 1.33 0.91
H -0.242 2.059 -0.872 0.52 -0.45 1.61
H -2.376 0.287 -0.838 0.64 -0.12 -0.23
H -2.779 -0.690 0.569 2.28 1.01 -0.62
H -1.923 0.900 0.725 0.30 0.03 0.22
H -1.104 -2.246 -0.966 -0.18 0.28 0.40
H 0.179 -2.501 -0.031 1.63 0.23 0.31
H 4.097 -0.616 0.432 0.54 0.14 -0.56
```
Positions in Å, forces in eV/Å.

Total charge: +1
Total energy (a.u.): -624.87116
Energy relative to the best compared isomer or geometry (same formula, charge and spin) (eV): 5.3020
Molecular weight (g mol⁻¹): 118.100

=====

Record 6
The following is a quantum chemistry calculation of C3H9N3S in the gas phase, from OMol25.

XYZ file:
```
16
Properties=species:S:1:pos:R:3:forces:R:3
C -1.382 -1.443 -0.655 -3.84 1.25 -0.66
C 0.568 -0.404 0.019 -1.85 -0.09 0.63
C -0.970 1.906 0.552 0.94 0.63 1.22
H -1.149 -2.238 -1.356 1.25 -0.19 0.07
H -1.338 -0.388 -1.284 -0.99 -3.13 1.49
H -2.525 -1.846 -0.395 2.70 1.75 -0.16
H -0.178 -2.101 0.961 -0.65 2.45 -0.99
H -2.033 1.465 0.755 2.05 0.96 -0.73
H -0.879 3.036 0.216 -0.79 -2.23 1.13
H -0.259 1.709 1.454 -1.86 0.83 -1.10
H 3.572 -0.032 0.289 1.19 -0.77 1.02
H 2.531 1.084 -0.152 -0.64 0.12 0.07
N -0.544 -1.162 0.532 1.00 -2.22 -0.93
N 1.719 -0.881 0.108 3.09 2.65 -0.34
N 2.805 0.124 -0.298 -2.27 -1.76 -0.74
S 0.062 1.171 -0.745 0.66 -0.27 0.00
```
Positions in Å, forces in eV/Å.

Total energy (a.u.): -682.04221
SMILES: CN/C(=N/N)SC
Energy relative to the best compared isomer or geometry (same formula, charge and spin) (eV): 3.3657
Molecular weight (g mol⁻¹): 119.193

=====

Record 7
The following is a quantum chemistry calculation of a gas-phase ion, C3H9N4 (charge +1), from OMol25.

XYZ file:
```
16
Properties=species:S:1:pos:R:3:forces:R:3
C 0.488 0.998 -0.511 -0.58 -2.88 1.10
C 0.127 0.390 0.873 -0.46 -1.76 -2.28
C 0.179 -1.859 1.638 0.69 -1.78 -1.44
N -0.811 1.100 -1.245 4.65 -0.40 0.44
N -0.405 -0.901 -2.324 -0.77 -1.48 -0.71
N 0.043 -1.043 0.681 -1.37 -0.60 -0.26
N -1.077 0.056 -1.993 -2.70 -0.01 -0.78
H 0.925 1.901 -0.302 0.83 2.61 -0.41
H 1.206 0.302 -1.017 -0.68 1.14 0.30
H 0.645 0.561 1.736 2.33 1.33 1.88
H -0.846 0.742 1.097 -1.27 0.29 0.33
H -0.025 -2.975 1.330 0.55 2.14 1.18
H 0.670 -1.586 2.589 -0.71 -0.21 0.00
H -1.426 1.652 -0.714 -2.15 0.29 -0.09
H 0.411 -1.204 -1.800 0.28 0.97 0.38
H -2.049 0.060 -2.431 1.37 0.35 0.38
```
Positions in Å, forces in eV/Å.

Total charge: +1
Total energy (a.u.): -338.32058
SMILES: [H]/N=[NH+]\NCCN=C
Energy relative to the best compared isomer or geometry (same formula, charge and spin) (eV): 5.4494
Molecular weight (g mol⁻¹): 101.133

=====

Record 8
The following is a quantum chemistry calculation of a gas-phase ion, C3H9N4 (charge +1), from OMol25.

XYZ file:
```
16
Properties=species:S:1:pos:R:3:forces:R:3
C 1.122 -1.114 0.226 -2.63 -1.49 -0.31
C 1.348 0.137 1.018 -0.55 -1.78 2.40
C -1.546 1.041 -1.199 -0.67 0.16 1.59
N 0.086 -0.695 -0.804 2.48 -3.26 1.06
N -1.088 0.144 1.120 -1.75 2.35 -1.20
N 0.073 0.918 0.894 3.43 1.45 1.01
N -0.525 0.308 -0.190 -5.10 3.42 -2.50
H 1.851 -1.613 -0.357 1.42 -0.01 -0.01
H 0.676 -1.880 0.861 -0.06 -0.23 -0.22
H 1.688 -0.057 2.077 -1.08 0.24 -0.93
H 2.192 0.511 0.600 2.00 2.84 -1.40
H -2.472 1.323 -0.619 1.24 -0.56 -0.16
H -1.201 2.043 -1.603 0.37 -1.83 0.07
H -1.819 0.145 -1.796 0.35 1.25 -0.38
H 0.569 -0.464 -1.665 -0.44 0.80 -0.11
H -0.954 -0.746 1.438 0.99 -3.35 1.10
```
Positions in Å, forces in eV/Å.

Total charge: +1
Total energy (a.u.): -338.26465
SMILES: C[N@@+]12NCCN1N2
Energy relative to the best compared isomer or geometry (same formula, charge and spin) (eV): 6.9715
Molecular weight (g mol⁻¹): 101.133

=====

Which of these has the highest total energy? number 8